(1)
Density functional theory data (wB97M-V/def2-TZVPD) for C31H55BrHgNP3 as an isolated structure at a distorted geometry.

Each line ends with the Mulliken charge.
CARTESIAN COORDINATES (ANGSTROEM)
N -4.965 -1.796 3.791  -0.54
C -4.312 -0.780 4.352  -0.55
C -4.148 0.457 3.722  -0.29
C -4.595 0.604 2.392  0.56
C -5.325 -0.484 1.824  -0.26
C -5.478 -1.659 2.572  -0.64
C -4.190 1.731 1.591  -0.45
Hg 0.572 0.676 -0.841  1.97
P 3.824 0.663 -2.126  0.85
C -4.320 1.757 0.226  -0.91
C -3.295 2.319 -0.597  0.70
C -3.085 1.781 -1.910  -1.03
C -1.782 1.741 -2.376  -0.43
C -0.864 2.133 -1.428  -0.82
C -1.037 3.143 -0.503  -0.53
C -2.340 3.201 -0.011  -0.87
Br 1.652 2.284 -2.678  -0.26
H -3.653 2.521 2.125  0.53
H -5.117 1.219 -0.293  0.56
H -3.659 1.280 4.254  0.45
H -5.747 -0.433 0.826  0.33
H -3.917 -0.935 5.355  0.43
H -6.050 -2.500 2.164  0.42
H -3.905 1.333 -2.476  0.45
H -2.582 3.844 0.829  0.74
H -1.499 1.336 -3.354  0.90
H -0.210 3.749 -0.124  0.95
P -0.361 -1.719 -0.955  0.56
C 4.673 2.257 -1.678  -0.60
C 5.321 3.065 -2.779  -1.66
H 5.388 2.021 -0.881  0.67
H 3.868 2.857 -1.226  0.47
H 5.644 4.026 -2.352  0.44
H 6.213 2.574 -3.183  0.38
H 4.631 3.284 -3.598  0.34
C 3.798 0.158 -3.911  -0.59
C 4.793 0.728 -4.885  -1.22
H 2.780 0.406 -4.239  0.46
H 3.871 -0.938 -3.888  0.44
H 4.425 0.532 -5.900  0.40
H 4.921 1.809 -4.797  0.19
H 5.777 0.257 -4.791  0.31
C 4.863 -0.634 -1.351  -0.64
C 6.307 -0.481 -1.815  -1.13
H 4.451 -1.616 -1.635  0.34
H 4.771 -0.544 -0.253  0.34
H 6.894 -1.318 -1.423  0.41
H 6.381 -0.506 -2.910  0.19
H 6.752 0.456 -1.459  0.30
C 0.653 -2.987 -0.092  -0.59
C 2.059 -3.172 -0.667  -1.61
H 0.094 -3.932 -0.147  0.65
H 0.722 -2.708 0.971  0.28
H 2.604 -3.898 -0.055  0.50
H 2.044 -3.575 -1.689  0.39
H 2.623 -2.232 -0.670  0.14
C -0.365 -2.317 -2.678  -0.74
C -1.269 -1.547 -3.641  -0.88
H -0.653 -3.382 -2.647  0.49
H 0.678 -2.275 -3.032  0.27
H -1.157 -1.958 -4.651  0.44
H -2.328 -1.626 -3.374  0.33
H -1.002 -0.484 -3.682  -0.06
C -2.114 -1.788 -0.368  0.29
C -2.464 -2.791 0.733  -1.02
H -2.734 -1.973 -1.260  0.65
H -2.365 -0.762 -0.039  -0.66
H -3.494 -3.143 0.592  0.37
H -1.819 -3.675 0.731  0.24
H -2.413 -2.321 1.721  0.18
C 3.677 1.241 1.976  -1.28
C 2.507 0.374 2.446  -0.73
P 0.869 0.749 1.715  0.49
C -0.356 -0.434 2.426  1.45
C -0.220 -0.725 3.913  -1.54
C 0.308 2.347 2.409  0.09
C 0.831 2.723 3.799  -1.26
H 3.919 1.085 0.918  -0.05
H 4.572 0.973 2.550  0.46
H 3.495 2.310 2.127  0.34
H 2.717 -0.682 2.206  0.43
H 2.399 0.430 3.543  0.61
H -1.356 -0.027 2.197  -0.57
H -0.264 -1.368 1.851  -1.01
H -0.420 0.160 4.529  0.28
H -0.954 -1.493 4.187  0.44
H 0.772 -1.119 4.168  0.31
H 0.589 3.115 1.671  0.22
H -0.795 2.314 2.412  0.05
H 1.926 2.696 3.854  0.28
H 0.504 3.748 4.013  0.46
H 0.429 2.086 4.596  0.22

Results
- E_LUMO (spin up / spin down): -7.423 / -6.854 eV
- Charge: +2
- HOMO-LUMO gap (spin up / spin down): 5.296 / 6.010 eV

***

(2)
Density functional theory data (wB97M-V/def2-TZVPD) for H23O12 as an isolated structure at a distorted geometry.

Each line ends with the Mulliken charge.
CARTESIAN COORDINATES (ANGSTROEM)
O -0.434 3.418 -1.699  -0.65
H 0.005 2.900 -2.556  0.30
H -0.519 2.620 -1.249  0.36
O -0.839 0.744 4.458  -0.68
H -0.748 0.809 3.523  0.48
H -0.539 -0.219 4.838  0.29
O 1.169 -1.443 0.323  -0.48
H 1.677 -2.150 0.548  0.28
O -4.620 -0.596 -0.237  -0.62
H -4.320 -1.478 -0.218  0.26
H -4.070 0.002 0.285  0.39
O 3.234 0.321 1.094  -0.71
H 2.283 0.234 0.824  0.36
H 0.436 -0.161 2.079  0.23
O 0.166 0.659 -1.803  -0.56
H 0.744 0.805 -2.416  0.12
H 0.282 -1.599 -0.030  0.21
O -1.579 -1.365 -1.742  -0.65
H -2.010 -1.153 -2.611  0.29
H -1.171 -0.520 -1.579  0.33
O -0.162 0.511 1.775  -0.89
H 0.357 1.351 1.215  0.40
H 0.348 0.953 -0.959  0.51
O -2.781 0.156 1.773  -0.77
H -1.730 0.159 1.876  0.46
H -3.304 0.899 2.014  0.27
O 0.954 -2.108 -4.465  -0.65
H 0.533 -1.691 -3.678  0.34
H 1.078 -2.981 -4.160  0.30
O 4.060 -2.158 0.064  -0.69
H 4.405 -1.670 0.816  0.33
H 3.263 -1.553 -0.162  0.34
O 0.591 2.252 0.381  -0.99
H 3.403 1.200 1.387  0.30
H -0.162 2.850 0.290  0.20

Results
- E_LUMO: 2.728 eV
- Charge: -1
- HOMO-LUMO gap: 8.718 eV

***

(3)
Density functional theory data (wB97M-V/def2-TZVPD) for a 2-piece molecular cluster, C4H7N3O3 overall.

Each line ends with the Mulliken charge.
CARTESIAN COORDINATES (ANGSTROEM)
O -2.378 0.883 -0.460  -0.58
C -1.950 -0.192 -0.097  0.42
C -1.904 -0.623 1.352  -0.43
N -0.601 -1.086 1.783  -0.51
C -0.153 -2.168 1.301  0.07
N -0.721 -2.927 0.278  -0.18
C -1.245 -2.491 -0.916  0.34
O -1.373 -3.246 -1.861  -0.62
N -1.573 -1.149 -1.048  -0.07
H -2.207 0.239 1.954  0.33
H -2.658 -1.421 1.481  0.32
H 0.776 -2.595 1.693  0.36
H -0.403 -3.888 0.216  0.28
H -1.776 -0.886 -2.008  0.27
O 0.473 1.861 -0.463  -0.63
H 0.252 2.674 -0.927  0.31
H 0.331 1.154 -1.120  0.31

Results
- E_LUMO: 0.503 eV
- Charge: 0
- SMILES: O=C1CN=CNC(=O)N1.O
- HOMO-LUMO gap: 10.591 eV

***

(4)
Density functional theory data (wB97M-V/def2-TZVPD) for one molecule with the formula C3H10OSi at a distorted geometry.

Each line ends with the Mulliken charge.
CARTESIAN COORDINATES (ANGSTROEM)
C 1.646 0.997 1.113  -1.04
C 0.261 0.456 1.501  -0.45
Si 0.188 -1.269 0.593  0.62
O -0.985 -0.770 -1.159  -0.55
C -1.695 -0.518 -2.419  -0.67
H 1.697 1.185 0.019  0.31
H 1.891 2.032 1.694  0.26
H 2.358 0.272 1.452  0.33
H -0.722 0.912 1.219  0.30
H 0.085 0.258 2.574  0.33
H 1.380 -1.404 -0.297  -0.04
H -0.303 -2.256 1.515  -0.11
H -1.731 -1.509 -2.847  0.23
H -1.150 0.158 -3.061  0.24
H -2.656 -0.187 -2.289  0.26

Results
- E_LUMO: 0.211 eV
- Charge: 0
- SMILES: CC[SiH2]OC
- HOMO-LUMO gap: 8.669 eV